# 1
Density functional theory data (ωB97M-V/def2-TZVPD) for a 7-piece molecular cluster, C4H21NO9 overall at a distorted geometry.

## Properties
**Structure (SMILES)**: C[C@@H](O)[C@@H](N)C(=O)O.O.O.O.O.O.O
**LUMO**: 0.072 eV
**Largest force on an atom**: 5.08 eV/Å
**Orbital gap**: 9.0 eV
**Relative energy (zero: lowest compared OMol25 entry of this formula, charge and spin)**: 5.318 eV
**HOMO level**: -8.96 eV
**Calculated total energy**: -24402.934 eV

Each line ends with the Löwdin charge.
CARTESIAN COORDINATES (ANGSTROEM)
C 1.78 1.45 0.93  -0.044
C 0.51 0.86 0.54  -0.378
O -0.44 1.72 -0.02  -0.143
C 0.40 -0.39 -0.60  -0.222
N 1.69 -0.83 -1.05  0.006
C -0.54 -1.51 -0.16  -0.524
O -1.03 -2.14 -1.05  0.103
O -0.76 -1.63 1.12  0.124
H 2.37 1.61 -0.03  0.101
H 2.40 0.73 1.39  0.052
H 1.53 2.35 1.52  0.113
H -0.17 0.73 1.41  0.131
H 0.11 2.26 -0.68  0.125
H -0.03 -0.12 -1.68  0.155
H 1.73 -1.70 -1.61  0.110
H 2.34 -0.90 -0.19  0.080
H -1.40 -2.23 1.52  0.150
O 2.46 -2.27 0.83  -0.089
H 1.57 -2.59 1.15  0.068
H 2.96 -2.62 1.62  0.094
O 1.70 2.02 -2.47  -0.037
H 1.64 1.04 -2.27  0.036
H 1.61 2.11 -3.37  -0.008
O -2.33 0.50 -2.22  -0.054
H -1.57 1.00 -2.23  -0.040
H -2.62 0.38 -1.28  0.036
O -3.66 -2.08 0.09  -0.064
H -3.95 -1.32 -0.44  0.037
H -2.87 -2.36 -0.41  0.004
O 1.11 -0.71 3.27  -0.070
H 0.24 -0.64 2.88  -0.007
H 1.06 -0.11 4.07  0.081
O -2.46 2.26 -0.54  -0.140
H -2.48 2.03 0.52  0.153
H -2.91 3.12 -0.58  0.057

=====

# 2
Density functional theory data (ωB97M-V/def2-TZVPD) for C35H92N6Na3O13P as an isolated structure at a distorted geometry.

## Properties
**LUMO**: -1.059 eV
**Largest force on an atom**: 3.18 eV/Å
**Orbital gap**: 3.7 eV
**Relative energy (zero: lowest compared OMol25 entry of this formula, charge and spin)**: 13.420 eV
**HOMO level**: -4.78 eV
**Calculated total energy**: -95875.976 eV

Each line ends with the Löwdin charge.
CARTESIAN COORDINATES (ANGSTROEM)
Na 0.59 -1.69 -3.30  0.734
Na -3.00 2.87 0.14  0.779
Na 3.29 0.29 2.23  0.802
P -0.11 0.10 0.07  -0.213
O -1.09 -0.85 0.82  -0.547
O 0.17 1.34 0.97  -0.558
O -0.79 0.48 -1.28  -0.558
O 1.24 -0.67 -0.22  -0.574
C 5.28 -5.83 1.43  -0.064
C 3.84 -5.86 2.01  -0.409
C 3.65 -6.70 3.35  -0.142
O 3.89 -8.13 3.15  -0.169
C 2.80 -8.70 2.52  -0.147
N 3.55 -4.42 2.21  0.014
H 5.37 -5.19 0.56  0.066
H 5.58 -6.79 1.02  0.069
H 5.90 -5.48 2.26  0.077
H 3.10 -6.15 1.26  0.111
H 2.63 -6.50 3.70  0.113
H 4.28 -6.26 4.12  0.121
H 2.56 -8.14 1.61  0.073
H 1.88 -8.83 3.09  0.087
H 3.03 -9.73 2.22  0.089
H 2.63 -4.40 2.63  0.058
H 3.31 -3.95 1.35  0.067
C -5.62 -1.30 -4.50  -0.045
C -5.29 -2.59 -3.63  -0.402
C -5.62 -3.94 -4.28  -0.224
O -7.01 -4.01 -4.44  -0.161
C -7.40 -5.31 -4.68  -0.142
N -3.85 -2.49 -3.51  0.006
H -4.99 -1.31 -5.39  0.070
H -5.32 -0.43 -3.92  0.065
H -6.67 -1.34 -4.79  0.066
H -5.70 -2.49 -2.62  0.134
H -5.11 -4.71 -3.70  0.121
H -5.12 -4.06 -5.24  0.127
H -8.48 -5.42 -4.81  0.089
H -7.15 -5.95 -3.84  0.088
H -6.95 -5.73 -5.58  0.088
H -3.58 -1.65 -3.03  0.073
H -3.60 -3.16 -2.81  0.066
C 2.24 8.01 -0.24  -0.063
C 2.44 6.94 0.82  -0.464
C 2.72 7.45 2.27  -0.141
O 3.86 8.36 2.22  -0.199
C 4.50 8.38 3.48  -0.142
N 1.26 6.15 0.83  0.019
H 2.27 7.66 -1.27  0.075
H 3.03 8.76 -0.24  0.074
H 1.27 8.48 -0.09  0.082
H 3.23 6.27 0.49  0.134
H 2.98 6.57 2.87  0.110
H 1.92 8.03 2.73  0.126
H 4.68 7.41 3.93  0.080
H 3.86 8.92 4.19  0.079
H 5.39 9.01 3.47  0.086
H 1.28 5.24 1.28  0.079
H 1.21 5.88 -0.14  0.075
C 0.06 2.84 7.70  -0.062
C -0.44 2.86 6.24  -0.466
C -0.50 4.33 5.65  -0.167
O -1.30 5.14 6.53  -0.202
C -0.89 6.49 6.43  -0.123
N 0.44 2.12 5.45  0.034
H -0.48 3.54 8.33  0.068
H 1.13 3.07 7.74  0.074
H -0.12 1.85 8.11  0.071
H -1.46 2.48 6.32  0.131
H -0.98 4.33 4.67  0.121
H 0.52 4.68 5.59  0.118
H 0.14 6.59 6.76  0.083
H -1.45 6.98 7.22  0.087
H -1.06 6.93 5.44  0.088
H 0.21 1.14 5.48  0.085
H 0.16 2.34 4.50  0.073
C -6.71 -0.85 3.30  -0.060
C -6.28 0.51 2.83  -0.466
C -5.79 1.54 3.90  -0.182
O -6.82 1.84 4.85  -0.188
C -6.48 2.88 5.77  -0.108
N -5.35 0.45 1.74  0.044
H -7.66 -0.86 3.83  0.078
H -5.96 -1.24 4.00  0.082
H -6.88 -1.45 2.41  0.077
H -7.22 0.95 2.52  0.132
H -5.52 2.43 3.33  0.111
H -4.94 1.10 4.42  0.124
H -5.55 2.73 6.32  0.081
H -7.18 2.90 6.60  0.083
H -6.48 3.86 5.28  0.084
H -4.48 0.00 2.00  0.083
H -5.77 -0.19 1.07  0.070
C 5.73 1.99 -5.15  -0.013
C 4.34 1.30 -5.23  -0.465
C 3.99 1.12 -6.76  -0.151
C 4.81 0.10 -7.57  -0.168
C 4.70 -1.24 -6.81  -0.122
C 5.05 -1.12 -5.24  -0.479
N 4.33 -0.01 -4.61  -0.138
O 4.63 0.12 -3.28  -0.008
C 4.47 -2.40 -4.67  -0.049
C 6.57 -1.14 -5.14  -0.032
C 3.15 2.19 -4.71  -0.018
H 5.59 3.00 -5.54  0.082
H 6.55 1.48 -5.66  0.060
H 6.03 2.01 -4.10  0.081
H 2.96 0.81 -6.88  0.104
H 3.86 2.11 -7.20  0.114
H 5.85 0.44 -7.56  0.094
H 4.39 0.09 -8.57  0.110
H 5.30 -2.03 -7.27  0.114
H 3.73 -1.67 -7.05  0.104
H 3.41 -2.51 -4.92  0.071
H 5.00 -3.30 -4.99  0.086
H 4.63 -2.40 -3.59  0.084
H 6.91 -0.80 -4.16  0.087
H 6.90 -2.18 -5.12  0.084
H 7.06 -0.51 -5.88  0.072
H 3.02 2.16 -3.63  0.076
H 2.16 1.77 -4.91  0.075
H 3.28 3.22 -5.05  0.082
H 3.90 -0.24 -2.77  0.106
C -1.43 -7.08 -1.05  -0.087
C -0.85 -5.90 -0.21  -0.310
O -2.01 -5.14 -0.05  -0.082
H -2.39 -7.50 -0.76  0.069
H -0.79 -7.97 -1.07  0.058
H -1.60 -6.79 -2.09  0.062
H -0.08 -5.33 -0.73  0.102
H -0.35 -6.27 0.69  0.098
H -1.81 -4.27 0.30  0.086
C -1.98 -5.05 5.43  -0.081
C -1.51 -3.56 5.19  -0.322
O -0.54 -3.46 4.16  -0.073
H -2.67 -5.08 6.28  0.062
H -1.06 -5.54 5.75  0.061
H -2.41 -5.51 4.55  0.065
H -1.18 -3.21 6.17  0.098
H -2.38 -2.95 4.97  0.100
H -1.03 -3.07 3.44  0.078
C -2.24 5.84 -5.13  -0.104
C -2.23 4.40 -4.79  -0.396
O -1.78 4.23 -3.51  -0.043
H -2.78 6.39 -4.36  0.078
H -2.71 6.11 -6.08  0.077
H -1.22 6.19 -5.27  0.077
H -1.75 3.93 -5.64  0.116
H -3.28 4.09 -4.87  0.106
H -1.38 3.37 -3.34  0.094

=====

# 3
Density functional theory data (ωB97M-V/def2-TZVPD) for C6H12BrO4P as an isolated structure at a distorted geometry.

## Properties
**LUMO**: -0.114 eV
**Largest force on an atom**: 4.05 eV/Å
**Orbital gap**: 9.1 eV
**Relative energy (zero: lowest compared OMol25 entry of this formula, charge and spin)**: 0.000 eV
**HOMO level**: -9.18 eV
**Calculated total energy**: -93937.372 eV

Each line ends with the Löwdin charge.
CARTESIAN COORDINATES (ANGSTROEM)
C 0.83 0.59 -0.26  -0.338
C 1.77 -1.68 0.00  -0.119
C 2.56 0.33 1.37  -0.108
C -3.05 -0.27 1.02  -0.117
C -1.42 1.70 -2.53  -0.109
C 1.44 -0.38 0.65  -0.819
O 1.23 1.66 -0.55  0.131
O -1.28 -1.81 -1.04  -0.298
O -2.34 0.37 -0.11  -0.315
O -1.40 0.29 -2.38  -0.252
P -1.16 -0.33 -0.93  0.550
Br 0.05 -0.81 2.05  0.815
H 2.57 -1.42 -0.64  0.078
H 2.12 -2.50 0.69  0.117
H 1.08 -2.03 -0.79  0.077
H 3.14 -0.20 2.11  0.092
H 3.30 0.55 0.68  0.067
H 2.20 1.10 1.96  0.062
H -2.59 -1.18 1.52  0.047
H -3.96 -0.52 0.40  0.100
H -3.34 0.48 1.81  0.092
H -0.44 2.00 -2.30  0.044
H -2.23 2.21 -1.87  0.124
H -1.63 1.92 -3.56  0.078

=====

# 4
Density functional theory data (ωB97M-V/def2-TZVPD) for a 2-piece molecular cluster, C13H16I2O4 overall at a distorted geometry.

## Properties
**Structure (SMILES)**: O=C(I)CC(=O)O[C@H](I)CCc1ccccc1.CO
**LUMO**: 0.154 eV
**Largest force on an atom**: 1.19 eV/Å
**Orbital gap**: 9.4 eV
**HOMO level**: -9.29 eV
**Calculated total energy**: -38131.050 eV

Each line ends with the Löwdin charge.
CARTESIAN COORDINATES (ANGSTROEM)
O -2.77 -0.69 2.87  0.030
C -2.67 -0.42 1.73  -0.788
I -2.78 -2.03 0.30  0.932
C -2.42 1.00 1.29  -0.103
C -3.04 1.44 -0.02  -0.577
O -3.91 2.24 -0.04  0.161
O -2.60 0.90 -1.19  -0.130
C -1.18 0.70 -1.34  -0.706
I -0.20 2.60 -1.02  1.014
C -0.99 0.24 -2.77  -0.212
C 0.35 -0.48 -3.07  -0.130
C 1.20 -0.85 -1.86  -0.259
C 1.00 -2.09 -1.26  -0.065
C 1.75 -2.48 -0.16  -0.078
C 2.71 -1.62 0.35  -0.101
C 2.94 -0.38 -0.24  -0.077
C 2.18 -0.01 -1.35  -0.088
H -1.33 1.10 1.23  0.079
H -2.73 1.66 2.09  0.140
H -0.89 -0.04 -0.61  0.038
H -1.05 1.13 -3.39  0.091
H -1.82 -0.39 -3.08  0.119
H 0.97 0.06 -3.78  0.115
H 0.10 -1.42 -3.55  0.108
H 0.26 -2.78 -1.65  0.104
H 1.59 -3.44 0.30  0.101
H 3.30 -1.90 1.21  0.100
H 3.69 0.30 0.12  0.104
H 2.32 0.94 -1.83  0.077
C 1.10 0.76 3.47  -0.146
O 0.82 2.02 2.86  -0.144
H 1.41 0.08 2.68  0.065
H 1.92 0.85 4.19  0.078
H 0.22 0.36 3.96  0.076
H 0.55 2.63 3.55  0.075

=====

# 5
Density functional theory data (ωB97M-V/def2-TZVPD) for C22H32InN4S4Se2 as an isolated structure at a distorted geometry.

## Properties
**LUMO**: 2.205 eV
**Largest force on an atom**: 7.30 eV/Å
**Orbital gap**: 4.3 eV
**HOMO level**: -2.05 eV
**Charge**: -1
**Calculated total energy**: -208488.117 eV

Each line ends with the Löwdin charge.
CARTESIAN COORDINATES (ANGSTROEM)
In 0.00 0.00 0.00  -0.201
C -2.76 -3.19 -1.56  -0.331
Se -1.48 -1.93 -0.80  1.033
C -1.74 -2.58 1.03  -0.511
C -2.53 -1.58 1.86  -0.448
Se -1.56 0.11 1.99  0.892
C -2.75 0.77 3.38  -0.325
H -2.40 -4.23 -1.43  0.038
H -2.86 -2.98 -2.64  0.013
H -3.76 -3.04 -1.09  0.037
H -0.74 -2.77 1.49  0.023
H -2.27 -3.55 1.02  0.080
H -2.66 -2.00 2.88  0.085
H -3.52 -1.41 1.39  0.079
H -3.80 0.78 3.02  0.031
H -2.46 1.82 3.63  0.029
H -2.65 0.16 4.30  0.019
S 1.98 -1.35 0.02  0.165
S 3.17 -2.45 1.24  -0.098
S 2.11 -2.12 2.94  -0.091
S 0.68 -0.95 2.09  -0.036
C 3.03 2.95 1.34  -0.052
C 2.19 4.04 1.45  -0.065
C 0.83 3.90 1.15  -0.010
C 0.31 2.67 0.73  -0.162
N 1.16 1.60 0.63  -0.030
C 2.47 1.76 0.93  -0.159
C -1.16 2.48 0.40  -0.253
C -2.09 3.54 0.48  -0.051
C -3.45 3.37 0.18  -0.127
C -3.94 2.13 -0.23  -0.112
C -3.06 1.06 -0.33  -0.183
C -1.71 1.25 -0.02  -0.454
H 4.08 3.03 1.56  0.106
H 2.58 5.01 1.77  0.101
H 0.20 4.78 1.25  0.095
H 3.08 0.86 0.82  0.104
H -1.79 4.53 0.79  0.087
H -4.13 4.22 0.26  0.080
H -4.99 2.01 -0.47  0.093
H -3.41 0.08 -0.65  0.071
C 0.53 -2.15 -5.14  -0.163
C -0.60 -1.64 -4.28  -0.187
N -0.07 -1.26 -3.00  -0.007
C 1.11 -0.61 -2.82  -0.394
N 1.31 -0.08 -1.66  -0.243
C 2.60 0.59 -1.45  -0.331
C 3.13 1.20 -2.74  -0.143
C 3.23 0.11 -3.79  -0.158
N 1.96 -0.59 -3.89  -0.024
C 1.59 -1.07 -5.22  -0.165
H 0.17 -2.40 -6.14  0.112
H 0.96 -3.06 -4.70  0.125
H -1.35 -2.43 -4.14  0.103
H -1.10 -0.78 -4.75  0.125
H -0.72 -1.12 -2.24  -0.100
H 3.32 -0.12 -1.03  0.049
H 2.46 1.39 -0.71  0.055
H 4.11 1.67 -2.57  0.115
H 2.45 1.99 -3.09  0.121
H 4.01 -0.61 -3.51  0.128
H 3.52 0.56 -4.74  0.116
H 2.48 -1.46 -5.73  0.120
H 1.23 -0.22 -5.81  0.123
H -0.53 0.73 -1.57  0.062

=====

# 6
Density functional theory data (ωB97M-V/def2-TZVPD) for C33H19F4N11OPt as an isolated structure.

## Properties
**LUMO (spin up / spin down)**: -8.077 / -8.074 eV
**Largest force on an atom**: 0.41 eV/Å
**Orbital gap (spin up / spin down)**: 4.3 / 4.3 eV
**Relative energy (zero: lowest compared OMol25 entry of this formula, charge and spin)**: 0.000 eV
**HOMO level (spin up / spin down)**: -12.33 / -12.33 eV
**Charge**: +2
**Calculated total energy**: -67068.748 eV

Each line ends with the Löwdin charge.
CARTESIAN COORDINATES (ANGSTROEM)
Pt -1.20 1.39 1.31  1.138
N -3.55 1.75 3.09  0.032
C -3.98 1.75 4.37  -0.034
C -2.88 1.53 5.17  -0.013
C -1.81 1.42 4.29  -0.109
N -2.22 1.55 3.04  -0.191
H -4.08 1.91 2.25  0.166
H -5.02 1.91 4.60  0.141
H -2.87 1.47 6.24  0.119
H -0.77 1.23 4.51  0.120
N -1.45 -5.56 -0.03  0.178
C -2.04 -6.67 -0.60  -0.180
C -1.57 -7.97 -0.81  -0.009
C -2.45 -8.84 -1.42  -0.064
C -3.75 -8.45 -1.80  -0.068
C -4.20 -7.17 -1.60  0.000
C -3.32 -6.26 -0.99  -0.214
N -3.50 -4.93 -0.68  0.194
C -2.38 -4.56 -0.13  -0.296
C -2.16 -3.20 0.35  -0.100
C -3.02 -2.19 -0.08  0.033
C -2.78 -0.89 0.31  -0.106
N -1.75 -0.56 1.12  -0.168
C -0.95 -1.54 1.58  -0.121
C -1.12 -2.85 1.22  0.005
H -0.48 -5.47 0.22  0.158
H -0.58 -8.28 -0.51  0.113
H -2.14 -9.86 -1.61  0.110
H -4.40 -9.18 -2.27  0.109
H -5.19 -6.86 -1.90  0.117
H -3.84 -2.43 -0.73  0.129
H -3.40 -0.08 -0.04  0.114
H -0.15 -1.23 2.24  0.118
H -0.45 -3.59 1.62  0.124
F 2.36 2.50 -1.62  0.126
C 3.23 1.69 -2.23  -0.130
C 4.30 2.21 -2.86  -0.120
F 4.46 3.51 -2.87  0.171
C 5.28 1.38 -3.54  0.007
C 4.99 -0.05 -3.48  -0.116
C 3.92 -0.56 -2.83  -0.130
F 3.72 -1.86 -2.81  0.154
C 2.96 0.28 -2.15  0.006
C 1.86 -0.23 -1.50  -0.108
C 0.88 0.57 -0.85  -0.064
N -0.01 1.04 -0.30  0.075
C 1.53 -1.62 -1.36  -0.159
N 1.23 -2.70 -1.11  0.224
F 5.82 -0.87 -4.08  0.180
C 6.38 1.88 -4.17  -0.079
C 6.69 3.28 -4.23  -0.134
N 6.96 4.40 -4.25  0.255
C 7.36 1.08 -4.83  -0.134
N 8.18 0.50 -5.39  0.262
N 1.58 7.89 2.14  0.197
C 0.43 7.50 1.56  -0.494
O -0.39 8.25 1.08  0.106
C 0.15 6.01 1.53  -0.086
C -0.69 5.55 0.52  0.041
C -1.04 4.22 0.49  -0.093
N -0.61 3.35 1.42  -0.152
C 0.19 3.79 2.40  -0.101
C 0.60 5.10 2.48  0.025
H 1.79 8.87 2.15  0.132
H 2.31 7.24 2.39  0.106
H -1.08 6.24 -0.21  0.138
H -1.69 3.82 -0.28  0.117
H 0.50 3.05 3.13  0.110
H 1.23 5.41 3.31  0.127